# C34H41ClCoN9O2S

A structure of composition C34H41ClCoN9O2S in a non-equilibrium geometry (ωB97M-V with the def2-TZVPD basis set, OMol25).

Values from the calculation:
relative energy (zero: lowest compared OMol25 entry of this formula, charge and spin): 22.5 kcal/mol
HOMO level (spin up / spin down): -9.98 / -9.95 eV
multiplicity: 4
LUMO (spin up / spin down): -3.449 / -3.646 eV
<S²>: 4.15
charge: +1

XYZ file:
```
89
Properties=species:S:1:pos:R:3:lowdin_charge:R:1
Co -2.59803 1.70091 0.34814 0.4559
S -3.65008 2.29334 -1.63155 0.6251
C -3.84849 0.60093 -2.02280 -0.8076
N -4.32322 0.31014 -3.21776 0.0665
N -4.27692 -0.88921 -3.72553 0.0511
C -3.33546 -1.91417 -3.51130 -0.2325
C -2.02866 -1.61849 -3.13031 -0.0546
C -1.09884 -2.63422 -3.01034 -0.0670
C -1.46408 -3.95100 -3.26547 -0.0682
C -2.76374 -4.24217 -3.65519 -0.0649
C -3.69949 -3.22945 -3.78540 -0.0153
N -3.62122 -0.38224 -1.11428 0.0495
N -3.49031 0.03189 0.09614 -0.1150
C -3.46093 -0.96550 1.09396 -0.2588
C -4.01029 -0.64926 2.33724 -0.0477
C -4.04023 -1.60243 3.34040 -0.0910
C -3.51035 -2.86723 3.11607 -0.0780
C -2.95986 -3.17961 1.88002 -0.0682
C -2.94118 -2.23940 0.86355 -0.0146
H -4.94942 -1.02676 -4.46432 0.1605
H -1.73616 -0.58783 -2.98521 0.0857
H -0.07567 -2.39956 -2.74031 0.0906
H -0.73383 -4.74462 -3.17863 0.0664
H -3.05133 -5.26351 -3.86517 0.1113
H -4.71543 -3.44967 -4.09188 0.1179
H -4.45794 0.32651 2.47889 0.1086
H -4.49942 -1.36682 4.29213 0.1029
H -3.54394 -3.61544 3.89727 0.1086
H -2.54861 -4.16509 1.70466 0.1097
H -2.54317 -2.47379 -0.11591 0.1020
N -2.19546 2.05896 2.23520 0.1361
C -1.93116 1.82496 3.33772 -0.1905
N -1.64121 1.56990 4.57272 -0.0657
C -0.98977 0.32299 4.99375 -0.0829
C -1.75458 -0.24468 6.18479 -0.1744
O -1.88941 0.71540 7.21383 -0.1121
C -2.59863 1.85788 6.77830 -0.1761
C -1.84832 2.54966 5.64815 -0.0841
H 0.03790 0.54788 5.29034 0.1370
H -0.98576 -0.38740 4.16830 0.1328
H -1.20942 -1.08587 6.60842 0.1375
H -2.74364 -0.58516 5.85322 0.1143
H -2.68635 2.52347 7.63462 0.1365
H -3.60300 1.57491 6.43656 0.1340
H -0.87173 2.87863 6.01173 0.1384
H -2.40055 3.40796 5.27080 0.1385
C 5.57210 2.47052 -0.74980 -0.0299
C 4.10919 2.92400 -0.87317 -0.5035
C 4.09838 4.45786 -1.02402 -0.0407
C 3.39260 2.59515 0.44345 -0.0345
C 3.46240 2.26029 -2.13847 -0.4261
O 4.07029 2.80556 -3.31297 -0.0152
C 3.59933 0.72556 -2.26059 -0.1168
C 3.27927 -0.16858 -1.05518 -0.1535
C 2.90222 -1.57762 -1.45257 -0.2213
C 1.93493 -2.26111 -0.72157 -0.0569
C 1.57479 -3.56173 -1.03578 -0.1234
C 2.18846 -4.19602 -2.10353 -0.6751
Cl 1.74440 -5.82200 -2.50691 0.6920
C 3.15215 -3.53766 -2.84930 -0.0856
C 3.50402 -2.23743 -2.51921 -0.0207
C 1.99375 2.69291 -2.40231 -0.0207
N 0.94122 1.95161 -1.73723 -0.0703
C 0.05258 2.39803 -0.84948 -0.1075
N -0.76702 1.40883 -0.51927 0.0037
C -0.32383 0.36015 -1.26275 -0.1868
N 0.69074 0.66337 -2.02432 0.1631
H 5.99701 2.87669 0.16858 0.0948
H 6.18320 2.84153 -1.57583 0.0924
H 5.66443 1.38533 -0.70695 0.0790
H 4.83466 4.89273 -0.34737 0.0917
H 3.12677 4.88283 -0.76161 0.0808
H 4.34580 4.76316 -2.03801 0.0894
H 3.78198 3.25426 1.22145 0.0947
H 3.56616 1.57119 0.76759 0.0721
H 2.31782 2.76432 0.37971 0.0647
H 5.01502 2.62389 -3.29034 0.0986
H 4.62138 0.52499 -2.58997 0.1216
H 2.94452 0.43613 -3.08366 0.1180
H 2.45132 0.23761 -0.47845 0.0835
H 4.14171 -0.21903 -0.38431 0.1193
H 1.44893 -1.76751 0.11358 0.1123
H 0.82487 -4.08478 -0.45714 0.1090
H 3.62448 -4.03945 -3.68285 0.1111
H 4.25820 -1.73909 -3.11475 0.1165
H 1.85936 2.57286 -3.47656 0.1499
H 1.87223 3.74737 -2.16487 0.1328
H -0.00090 3.41125 -0.48619 0.1511
H -0.76355 -0.62375 -1.23261 0.0980
```

# C3H5N3OS

An isolated molecule of C3H5N3OS in a non-equilibrium geometry (ωB97M-V with the def2-TZVPD basis set, OMol25).

Values from the calculation:
relative energy (zero: lowest compared OMol25 entry of this formula, charge and spin): 76.9 kcal/mol
HOMO level: -8.99 eV
LUMO: -0.628 eV
SMILES: N/N=C\N(C=O)C=S

XYZ file:
```
13
Properties=species:S:1:pos:R:3:nbo_charge:R:1
N -0.65790 1.57976 -1.29208 -0.6554
N 0.59498 1.46664 -0.74799 -0.2392
C 1.00351 0.58692 0.14950 0.1529
N 0.25467 -0.55574 0.33617 -0.5287
C -0.34078 -1.27213 -0.69164 0.5334
O -1.12658 -2.21014 -0.56702 -0.5424
C 0.18239 -1.14244 1.56241 -0.0518
S 0.74749 -0.24229 2.86572 -0.0757
H -0.93241 2.55613 -1.73742 0.3963
H -1.31953 1.33790 -0.52728 0.3535
H 2.06069 0.71175 0.56774 0.2421
H -0.27888 -0.66239 -1.67143 0.1639
H -0.18765 -2.15398 1.75331 0.2512
```

# C21H44BN4O5PS3TeY

A structure of composition C21H44BN4O5PS3TeY in a non-equilibrium geometry (ωB97M-V with the def2-TZVPD basis set, OMol25).

Values from the calculation:
HOMO level (spin up / spin down): -2.83 / -2.84 eV
LUMO (spin up / spin down): 2.088 / 2.088 eV
charge: -1

XYZ file:
```
81
Properties=species:S:1:pos:R:3:lowdin_charge:R:1
Y -0.00684 0.14861 0.37831 1.3404
C 3.32756 0.85651 2.15261 -0.0125
N 2.41116 1.59991 3.01771 -0.1106
C 2.63126 2.82521 3.53591 -0.0945
C 1.53156 3.18611 4.29151 -0.0938
N 0.62406 2.18861 4.23971 -0.0387
B -0.74614 2.18321 4.96301 -0.4647
N -1.95844 2.08171 3.98991 0.0163
C -3.21214 1.86941 4.44661 -0.0820
C -4.08004 1.80071 3.37771 -0.0896
N -3.37514 1.98191 2.24601 -0.1058
C -3.92494 1.98141 0.88951 -0.0686
C -2.08954 2.15801 2.63471 -0.8759
S -1.01274 2.41681 1.70961 0.8700
C 1.18846 1.22911 3.46271 -0.9679
S 0.54996 -0.02279 3.12801 0.9304
H 4.25426 1.44131 1.96991 0.0971
H 2.83806 0.65181 1.17711 0.0766
H 3.60176 -0.10479 2.63551 0.0795
H 3.52416 3.41631 3.37791 0.1017
H 1.40736 4.11341 4.83631 0.1083
H -0.87384 3.16181 5.63311 0.0653
H -0.75524 1.23531 5.68691 0.0645
H -3.48294 1.75731 5.48941 0.1180
H -5.14784 1.63051 3.42681 0.1064
H -5.02144 1.80351 0.91161 0.1113
H -3.44764 1.17481 0.29361 0.0591
H -3.73154 2.96101 0.40511 0.0450
C -3.35114 5.05041 -3.06149 -0.1282
C -2.37364 3.95351 -2.64989 -0.2936
C -2.81294 3.29851 -1.32809 -0.3610
S -1.68864 1.98031 -0.68499 0.6113
O -0.50414 2.96021 -0.69979 -0.6145
C -2.00404 0.79961 -2.05539 -0.4226
C -0.78014 0.69201 -2.96819 -0.3836
C -1.02284 -0.30419 -4.09789 -0.1204
H -3.01694 5.50841 -4.01619 0.0735
H -3.39344 5.84191 -2.28309 0.0786
H -4.36764 4.62631 -3.20689 0.0753
H -1.36574 4.40581 -2.53899 0.1141
H -2.33974 3.20061 -3.46209 0.0985
H -3.84014 2.88121 -1.40409 0.0909
H -2.89214 4.07191 -0.53369 0.0994
H -2.89984 1.08581 -2.64549 0.0943
H -2.23754 -0.18819 -1.60469 0.0866
H 0.09686 0.35701 -2.37399 0.0270
H -0.54674 1.68361 -3.40909 0.1225
H -1.23364 -1.31329 -3.68419 0.0447
H -0.12014 -0.36439 -4.74159 0.0752
H -1.88264 0.02231 -4.72119 0.0816
C 1.96786 -2.65919 3.11851 -0.1185
C 1.95266 -2.54589 1.58501 -0.6310
C 3.39796 -2.54109 1.05971 -0.0549
O 1.40266 -1.38639 1.26941 -0.5373
H 2.46476 -3.58669 3.42691 0.0627
H 0.95046 -2.68259 3.52911 0.0515
H 2.50376 -1.82839 3.59631 0.0409
H 1.50406 -3.48069 1.21981 0.0924
H 3.98806 -1.70589 1.45941 0.0563
H 3.42656 -2.47829 -0.03559 0.0698
H 3.91026 -3.46739 1.34601 0.0609
C 3.59206 -5.32859 -0.95229 -0.0903
C 2.09036 -5.37229 -0.70099 -0.3481
O 1.64966 -4.13229 -0.18989 -0.3995
P 0.80896 -3.23599 -1.43879 0.3676
O 0.73936 -1.60659 -0.84249 -0.6084
Te -1.25094 -4.07949 -1.83989 0.3975
O 1.86276 -3.20229 -2.83889 -0.3168
C 1.32926 -2.34879 -3.82919 -0.3984
C 0.99996 -3.16179 -5.07259 -0.0949
H 3.94136 -6.32119 -1.30659 0.0762
H 4.12636 -5.07339 -0.01279 0.0645
H 3.83346 -4.56819 -1.72339 0.0752
H 1.87566 -6.15239 0.05931 0.1248
H 1.56216 -5.69659 -1.62729 0.0854
H 2.09516 -1.58569 -4.08199 0.1282
H 0.41476 -1.79219 -3.51929 0.0234
H 1.91126 -3.67929 -5.44049 0.0774
H 0.61976 -2.49039 -5.87109 0.0734
H 0.22246 -3.91869 -4.83739 0.0528
H -0.33924 0.13241 -1.64429 -0.0179
```

# C3H4N2S

An isolated molecule of C3H4N2S in a non-equilibrium geometry (ωB97M-V with the def2-TZVPD basis set, OMol25).

Values from the calculation:
relative energy (zero: lowest compared OMol25 entry of this formula, charge and spin): 51.0 kcal/mol
HOMO level: -9.40 eV
LUMO: 0.296 eV
SMILES: C1=NN=CSC1

XYZ file:
```
10
Properties=species:S:1:pos:R:3:nbo_charge:R:1
C 1.23938 -0.90333 -0.13049 0.0786
N 1.63910 0.29512 -0.24877 -0.2464
N 0.78613 1.34177 0.16079 -0.2837
C -0.47256 1.28277 0.17961 -0.0959
S -1.35319 -0.16528 -0.23406 0.2364
C -0.08870 -1.34077 0.41305 -0.5971
H 2.02443 -1.65269 -0.45700 0.2023
H -1.03936 2.17706 0.43219 0.2147
H 0.00881 -1.22048 1.51527 0.2384
H -0.38815 -2.34961 0.09742 0.2526
```

# C25H49F2GaN3O18S

A structure of composition C25H49F2GaN3O18S in a non-equilibrium geometry (ωB97M-V with the def2-TZVPD basis set, OMol25).

Values from the calculation:
HOMO level: -5.59 eV
LUMO: 1.854 eV
charge: -1

XYZ file:
```
99
Properties=species:S:1:pos:R:3:lowdin_charge:R:1
N 2.24430 0.89538 2.08530 0.0617
C 1.76371 1.05905 0.65186 -0.3544
O 1.97587 2.16832 -0.06350 -0.0619
C 0.97550 -0.18533 -0.13823 -0.1933
C 2.08001 -1.37905 -0.35236 -0.2867
Ga 2.62600 -1.66082 -2.34886 0.0720
N 2.92001 0.00560 -3.29802 -0.1248
S 0.84072 -2.77155 -3.37175 0.2697
N 4.11523 -2.90300 -2.38001 0.0241
C 5.45401 -2.22198 -2.55777 -0.2389
O 6.54653 -2.40840 -1.79998 -0.0199
F 5.62986 -1.27902 -3.72200 -0.0358
C 4.07647 -3.83160 -1.18703 -0.2275
O 4.43084 -3.53855 0.06676 0.0104
F 3.52459 -5.21341 -1.44930 -0.0235
H 1.52700 0.27115 2.56310 0.0955
H 3.14275 0.36050 2.14155 0.0849
H 0.14625 -0.59833 0.61335 0.1122
H 0.50137 0.17190 -1.16300 0.1094
H 3.06063 -1.17412 0.29559 0.0597
H 1.61273 -2.40490 0.04064 0.0703
H 3.73414 0.55151 -2.93459 -0.0079
H 2.03108 0.58507 -3.21706 0.0058
H -0.28968 -1.93462 -3.29305 -0.2334
C -0.52766 3.55067 -8.12359 -0.0737
C -1.06475 2.55480 -7.11072 -0.2220
O -0.53250 1.24489 -7.34957 0.0091
C 0.73662 1.04138 -6.92014 -0.5500
O 1.44495 1.85881 -6.35265 0.1099
O 1.09767 -0.22338 -7.25598 -0.0211
C 2.45251 -0.53768 -6.94405 -0.0494
H -0.70439 3.19553 -9.14367 0.0790
H -1.00535 4.52609 -7.99817 0.0763
H 0.55318 3.68132 -8.01588 0.0747
H -2.15250 2.47890 -7.21862 0.1204
H -0.86486 2.87458 -6.08102 0.1262
H 2.68106 -0.32545 -5.89392 0.0686
H 3.12464 0.01823 -7.60566 0.0947
H 2.60196 -1.60691 -7.11802 0.0953
C -6.29849 -4.48582 -4.24051 -0.0752
C -4.98219 -4.60764 -3.49309 -0.2203
O -3.87287 -4.35881 -4.36699 0.0242
C -3.62767 -3.05538 -4.64525 -0.5488
O -4.25288 -2.09736 -4.21715 0.0997
O -2.58128 -2.99806 -5.50812 -0.0121
C -2.27819 -1.68036 -5.95922 -0.0558
H -6.29867 -5.12773 -5.12699 0.0795
H -7.13647 -4.76688 -3.59696 0.0758
H -6.46229 -3.46214 -4.58998 0.0732
H -4.86930 -5.63254 -3.12237 0.1220
H -4.94725 -3.94404 -2.62078 0.1248
H -2.13750 -0.99203 -5.11872 0.0935
H -3.07240 -1.32290 -6.62253 0.0980
H -1.34506 -1.72216 -6.52788 0.0921
C -1.18301 5.65576 6.42584 -0.0740
C -0.10463 4.58784 6.47831 -0.2211
O -0.35830 3.55702 5.51433 0.0203
C -0.03585 3.86092 4.23364 -0.5461
O 0.44905 4.91164 3.84274 0.1070
O -0.37233 2.80341 3.45183 -0.0092
C -0.17177 3.02995 2.05894 -0.0611
H -2.17544 5.20616 6.53003 0.0811
H -1.03930 6.39045 7.22268 0.0784
H -1.17241 6.18263 5.46710 0.0738
H -0.11608 4.10919 7.46389 0.1206
H 0.89620 5.01374 6.33881 0.1239
H 0.84941 3.36779 1.85135 0.0860
H -0.90183 3.75866 1.69217 0.1033
H -0.33323 2.08421 1.53421 0.0801
C 5.00597 -10.43510 1.34207 -0.0727
C 5.63212 -9.83350 2.58792 -0.2253
O 6.48161 -8.72853 2.25084 0.0166
C 5.84561 -7.56455 1.97309 -0.5490
O 4.63826 -7.38059 1.99366 0.1107
O 6.78291 -6.64135 1.63852 -0.0078
C 6.23797 -5.38964 1.22872 -0.0584
H 5.77750 -10.69502 0.61058 0.0805
H 4.43428 -11.33312 1.59124 0.0760
H 4.33283 -9.72396 0.85417 0.0770
H 6.26634 -10.58368 3.07330 0.1188
H 4.87275 -9.53196 3.31931 0.1227
H 5.53961 -4.99384 1.97416 0.0958
H 5.74501 -5.49921 0.25738 0.0790
H 7.06235 -4.67938 1.12024 0.1008
C -7.83656 6.32126 7.59562 -0.0706
C -6.52026 6.19944 8.34305 -0.2193
O -5.41095 6.44827 7.46914 0.0213
C -5.16575 7.75170 7.19088 -0.5487
O -5.79095 8.70972 7.61899 0.1040
O -4.11935 7.80902 6.32801 -0.0149
C -3.81627 9.12672 5.87691 -0.0504
H -7.83674 5.67934 6.70914 0.0828
H -8.67454 6.04020 8.23917 0.0787
H -8.00036 7.34494 7.24615 0.0743
H -6.40738 5.17454 8.71376 0.1233
H -6.48532 6.86304 9.21535 0.1240
H -3.67558 9.81505 6.71742 0.0970
H -4.61047 9.48418 5.21361 0.0994
H -2.88314 9.08492 5.30825 0.0948
```

# C3H7NOS

An isolated molecule of C3H7NOS in a non-equilibrium geometry (ωB97M-V with the def2-TZVPD basis set, OMol25).

Values from the calculation:
relative energy (zero: lowest compared OMol25 entry of this formula, charge and spin): 66.1 kcal/mol
HOMO level: -9.31 eV
LUMO: 0.900 eV
SMILES: C[C@@H](S)/C=N/O

XYZ file:
```
13
Properties=species:S:1:pos:R:3:nbo_charge:R:1
C -1.10505 0.42233 1.43147 -0.6173
C -0.63737 0.45732 -0.06764 -0.3736
S -0.03644 2.17125 -0.42004 -0.0180
C 0.41471 -0.51540 -0.34375 0.0224
N 0.42107 -1.15289 -1.40567 -0.1168
O 1.69251 -1.76627 -1.49822 -0.5812
H -0.18508 0.60887 2.13759 0.2126
H -1.53907 -0.60991 1.66396 0.2157
H -1.76521 1.25878 1.73399 0.2281
H -1.48600 0.20623 -0.72441 0.2416
H 1.21762 1.81003 -0.43989 0.1176
H 1.39793 -0.61784 0.22955 0.1937
H 1.61037 -2.27249 -2.29695 0.4753
```